# 1
The following is a quantum chemistry calculation of a cluster of 2 separate species, CH6N2O2 in total in a non-equilibrium geometry, from OMol25.

Output
* SMILES string: NC(=O)O.N
* molar mass: 78.1 g mol⁻¹
* spin multiplicity: 1
* HOMO-LUMO gap: 10.20 eV
* ΔE to the lowest compared entry with this formula, charge and spin: 5.2 kcal per mole
* max |F|: 1.7 eV/Å

Positions of all 11 atoms, in Å:
1 N 1.29843 -1.42553 1.39503
2 C 0.28445 -0.81330 0.69740
3 O -0.86100 -0.77458 1.11928
4 O 0.69074 -0.26899 -0.42175
5 H 1.08373 -2.14365 2.05609
6 H 2.14176 -1.56083 0.86675
7 H -0.05373 0.50532 -0.75890
8 N -0.94987 1.48502 -1.18661
9 H -0.78716 1.99147 -2.04512
10 H -1.10156 2.14680 -0.44394
11 H -1.74578 0.85828 -1.27822

Mulliken population analysis, charges in e, atoms 1 to 2:
1. N -0.4301
2. C 0.6456



# 2
The following is a quantum chemistry calculation of a structure of composition C30H24BrClO2PPd in a non-equilibrium geometry, from OMol25.

Output
* molar mass: 669.3 g mol⁻¹
* spin multiplicity: 5
* HOMO-LUMO gap (alpha / beta): 7.69 / 4.07 eV
* ΔE to the lowest compared entry with this formula, charge and spin: 31.6 kcal per mole
* net charge: +1
* max |F|: 5.7 eV/Å

Positions of all 60 atoms, in Å:
1 C 2.04796 1.96105 2.32739
2 C 2.50738 0.97353 1.41270
3 C 2.49402 1.55431 0.09705
4 H 2.77554 -0.04136 1.64796
5 C 2.08438 2.90614 0.22129
6 C 1.74842 3.14873 1.57732
7 H 1.34618 4.06352 1.97680
8 H 1.89730 1.83223 3.38464
9 H 2.75818 1.05272 -0.81778
10 H 1.89615 3.57861 -0.59729
11 Pd 0.50410 1.51741 0.91335
12 Cl -1.02022 2.18501 -0.64441
13 P -0.04582 -1.53423 -1.33461
14 C 0.80261 -1.68133 -2.96030
15 C 1.51047 -2.80834 -3.37197
16 H 1.58595 -3.66438 -2.71650
17 C 2.11820 -2.84009 -4.61945
18 H 2.66691 -3.72131 -4.92522
19 C 2.01958 -1.75184 -5.47438
20 H 2.49267 -1.77949 -6.44720
21 C 1.31540 -0.62417 -5.07294
22 H 1.23906 0.23131 -5.73103
23 C 0.72108 -0.58557 -3.82158
24 H 0.18553 0.30196 -3.50681
25 C 0.57572 -3.02769 -0.45800
26 C 1.80095 -2.91436 0.20139
27 H 2.32852 -1.96830 0.18856
28 C 2.34773 -3.99916 0.86827
29 H 3.30070 -3.89736 1.37062
30 C 1.66692 -5.20906 0.90465
31 H 2.08776 -6.05400 1.43380
32 C 0.44185 -5.32699 0.26419
33 H -0.09478 -6.26646 0.28978
34 C -0.09938 -4.24554 -0.41713
35 H -1.05027 -4.34921 -0.92032
36 C -1.75923 -2.04717 -1.76586
37 C -2.11896 -2.61625 -2.98551
38 H -1.36719 -2.77660 -3.74514
39 C -3.43609 -2.97979 -3.23026
40 H -3.70200 -3.41880 -4.18298
41 C -4.40740 -2.78839 -2.25829
42 H -5.43321 -3.07399 -2.45075
43 C -4.05781 -2.22246 -1.03904
44 H -4.81087 -2.06402 -0.27833
45 C -2.74599 -1.84521 -0.79931
46 H -2.48066 -1.39040 0.14746
47 Br -2.35619 4.48634 1.36454
48 C -1.63207 5.03249 3.04636
49 C -1.90827 6.35108 3.43258
50 C -1.43256 6.85419 4.64230
51 C -0.68362 6.04056 5.48594
52 C -0.40265 4.72432 5.12038
53 C -0.86278 4.19147 3.89379
54 C -0.45009 2.80034 3.54961
55 O 0.04359 2.04626 4.50845
56 O -0.70726 2.24588 2.37128
57 H -2.49157 6.99506 2.78658
58 H -1.64409 7.87748 4.92456
59 H -0.30927 6.43223 6.42303
60 H 0.19947 4.12907 5.79575

Mulliken population analysis, charges in e, atoms 1 to 2:
1. C -0.5363
2. C -0.3188



# 3
The following is a quantum chemistry calculation of a structure of composition C31H54AsHfN6O4 in a non-equilibrium geometry, from OMol25.

Output
* molar mass: 828.2 g mol⁻¹
* spin multiplicity: 1
* HOMO-LUMO gap: 5.60 eV
* ΔE to the lowest compared entry with this formula, charge and spin: 47.2 kcal per mole
* net charge: +1
* max |F|: 3.3 eV/Å

Positions of all 97 atoms, in Å:
1 Hf 0.70827 -0.43172 0.34175
2 N 0.41657 -2.74362 1.02185
3 C 1.49967 -3.69362 1.31665
4 C 2.22587 -3.27702 2.59875
5 N 2.81587 -1.95922 2.42075
6 C 2.86677 -1.12442 3.61735
7 C 2.12127 0.19168 3.38005
8 N 0.79377 -0.12812 2.83935
9 C 4.09547 -2.03682 1.72925
10 C 4.31467 -0.75522 0.93415
11 N 3.10247 -0.48752 0.14905
12 H -0.31593 -2.86422 1.72585
13 H 0.01017 -3.01962 0.12365
14 H 2.18977 -3.67702 0.47165
15 H 1.12287 -4.71942 1.42255
16 H 2.98447 -4.03372 2.85115
17 H 1.50017 -3.24292 3.41445
18 H 3.89657 -0.90282 3.91675
19 H 2.39017 -1.63492 4.46145
20 H 2.64027 0.82248 2.65295
21 H 2.06907 0.74488 4.32795
22 H 0.21927 0.71398 2.86605
23 H 0.35307 -0.78762 3.48105
24 H 4.06827 -2.88022 1.03825
25 H 4.93347 -2.20532 2.41915
26 H 5.20347 -0.86722 0.30045
27 H 4.49277 0.08358 1.60995
28 H 3.04197 -1.17932 -0.60275
29 H 3.22407 0.40098 -0.33895
30 O 1.36077 1.51318 -0.31675
31 C 0.37157 2.03128 0.27105
32 O -0.40563 1.23488 0.89415
33 C 0.19847 3.47188 0.37515
34 C 0.87497 4.35038 -0.47935
35 C 0.79247 5.70668 -0.26335
36 C 0.05407 6.18378 0.81765
37 C -0.64073 5.32048 1.66165
38 C -0.57943 3.96868 1.42885
39 N 0.01847 7.59688 1.08145
40 O -0.55233 7.95778 2.09175
41 O 0.56727 8.33408 0.28775
42 H 1.45487 3.95228 -1.29705
43 H 1.30067 6.41958 -0.89255
44 H -1.19743 5.73148 2.48845
45 H -1.09213 3.26828 2.07095
46 C -3.88873 -3.39512 0.13295
47 C -4.03803 -1.89142 0.34155
48 As -2.36563 -0.78142 0.68295
49 C -3.19223 0.98918 0.28445
50 C -4.70443 1.13408 0.41275
51 C -2.67263 -0.59552 2.65625
52 C -2.40023 -1.84952 3.47955
53 H -4.86123 -3.81152 -0.12745
54 H -3.53523 -3.90082 1.03125
55 H -3.21223 -3.61172 -0.68615
56 H -4.73113 -1.71622 1.16825
57 H -4.49883 -1.47562 -0.55755
58 H -2.88113 1.27598 -0.72225
59 H -2.70953 1.68928 0.96985
60 H -5.22813 0.60958 -0.38475
61 H -4.96253 2.18888 0.34305
62 H -5.07223 0.76578 1.37105
63 H -3.71433 -0.29632 2.80995
64 H -2.04643 0.23118 3.00365
65 H -3.05793 -2.65762 3.16325
66 H -2.57873 -1.66802 4.54035
67 H -1.36713 -2.18382 3.36415
68 C -1.43143 -2.77322 -2.32275
69 C -2.09253 -1.46162 -2.73315
70 C -2.49413 -1.60302 -4.20985
71 C -1.20703 -0.23552 -2.59985
72 C -1.71493 0.98538 -3.01255
73 C -0.87673 2.02958 -3.37415
74 C 0.47297 1.75648 -3.53015
75 C 1.03847 0.58328 -3.06295
76 C 2.46927 0.28878 -3.48205
77 C 2.86227 -1.18372 -3.32995
78 C 3.44457 1.27468 -2.80905
79 C 0.20717 -0.32612 -2.31905
80 N 0.68237 -1.18322 -1.40205
81 H -2.05893 -3.61192 -2.62115
82 H -1.26903 -2.80122 -1.24415
83 H -0.47053 -2.88672 -2.81625
84 H -3.01543 -1.32262 -2.15055
85 H -1.61333 -1.78742 -4.81775
86 H -2.98363 -0.71102 -4.58285
87 H -3.17323 -2.44382 -4.32395
88 H -2.78573 1.11218 -3.11095
89 H -1.28663 2.98388 -3.66405
90 H 1.09907 2.47068 -4.04475
91 H 2.51507 0.50438 -4.55685
92 H 2.46357 -1.60472 -2.40825
93 H 3.94187 -1.30782 -3.36045
94 H 2.43497 -1.75912 -4.14805
95 H 3.07067 1.59408 -1.83985
96 H 3.54237 2.17408 -3.41365
97 H 4.43707 0.84848 -2.69625

Mulliken population analysis, charges in e, atoms 1 to 2:
1. Hf 1.6294
2. N -0.7337



# 4
The following is a quantum chemistry calculation of an isolated molecule of C5H7NO in a non-equilibrium geometry, from OMol25.

Output
* SMILES string: C=C1CNC(=O)C1
* molar mass: 97.1 g mol⁻¹
* spin multiplicity: 1
* HOMO-LUMO gap: 9.65 eV
* ΔE to the lowest compared entry with this formula, charge and spin: 34.8 kcal per mole
* max |F|: 3.1 eV/Å

Positions of all 14 atoms, in Å:
1 C -1.82683 0.62336 -0.80091
2 C -0.61510 0.24749 -0.37941
3 C 0.25213 1.03131 0.54158
4 N 1.52512 0.34671 0.60671
5 C 1.42155 -0.96603 0.23131
6 O 2.26027 -1.82791 0.38095
7 C 0.02940 -1.12096 -0.39912
8 H -2.59122 -0.11929 -0.99403
9 H -2.14522 1.66398 -0.74991
10 H -0.61491 0.64731 1.22239
11 H 0.33739 2.12188 0.54395
12 H 2.34336 0.67429 1.10558
13 H -0.51486 -1.90879 0.13219
14 H 0.13892 -1.41336 -1.44128

Mulliken population analysis, charges in e, atoms 1 to 2:
1. C -0.9311
2. C 0.2877